Record 1
The molecule C3H6Cl2O3 at a distorted geometry. Source: OMol25; level of theory: ωB97M-V/def2-TZVPD.

Structure (XYZ):
```
14
Properties=species:S:1:pos:R:3
Cl 0.50 0.88 2.56
H 1.67 1.13 0.61
Cl 1.91 -1.20 -0.44
O -0.40 -1.74 -1.29
H 0.10 -1.77 1.80
H -1.40 0.55 0.17
C -0.30 0.47 -0.17
H 0.38 2.20 0.48
O -0.13 0.85 -1.49
H 0.09 -2.56 -1.52
C 0.17 -1.18 -0.12
O -0.30 -1.96 0.91
C 0.63 1.23 0.82
H -0.35 0.09 -2.00
```

## Properties
Orbital gap   0.4038 Ha
Total energy   -34394.908 eV
Lowest unoccupied orbital energy   0.59 eV
Energy relative to the best compared isomer or geometry (same formula, charge and spin)   0.588 eV

***

Record 2
The molecule C4H8O2S at a distorted geometry. Source: OMol25; level of theory: ωB97M-V/def2-TZVPD.

Structure (XYZ):
```
15
Properties=species:S:1:pos:R:3
H 0.63 0.94 1.44
H -0.29 1.81 -0.86
H -2.00 -1.50 0.84
C -0.97 -0.47 -0.39
H 0.63 -1.93 0.17
H -0.88 -0.39 -1.52
O -0.73 1.97 -0.03
C 0.46 -0.87 0.10
H -2.50 1.01 -0.38
S 1.94 -0.03 -0.46
O -1.88 -1.52 -0.11
C -1.54 0.86 0.10
H -1.79 0.68 1.16
H 1.60 -0.62 1.95
C 1.14 -0.03 1.15
```

## Properties
Orbital gap   0.3597 Ha
Total energy   -19206.616 eV
Lowest unoccupied orbital energy   0.78 eV
Energy relative to the best compared isomer or geometry (same formula, charge and spin)   1.783 eV

***

Record 3
A cluster of 4 separate species, C5H18N2O4 in total at a distorted geometry. Source: OMol25; level of theory: ωB97M-V/def2-TZVPD.

Structure (XYZ):
```
29
Properties=species:S:1:pos:R:3
C -0.35 0.49 0.56
O -0.95 0.43 1.64
H -1.05 0.93 -2.64
H 0.45 -1.73 1.33
O -1.26 -3.79 -1.26
H 0.50 0.58 -1.98
C 2.00 1.13 1.12
H 1.75 1.40 2.15
H -1.76 -3.94 -0.46
O -3.15 2.03 1.41
H -2.02 0.89 -0.51
H 3.05 0.81 1.14
C 1.11 0.03 0.59
H 1.41 -0.91 2.34
H -3.85 1.70 2.01
H 2.01 2.06 0.55
C -0.38 1.21 -1.83
H -0.86 3.33 -1.89
N -1.02 0.75 -0.58
H -0.64 -3.15 -0.89
H 0.55 2.94 -0.87
H 2.74 -1.95 -0.96
H -2.33 1.61 1.76
O 2.81 -2.90 -1.12
C -0.01 2.67 -1.76
H 0.61 2.94 -2.62
H 2.05 -3.30 -0.66
N 1.29 -1.20 1.38
H 1.51 -0.25 -0.39
```

## Properties
Orbital gap   0.3806 Ha
Total energy   -16647.449 eV
Lowest unoccupied orbital energy   0.37 eV
Energy relative to the best compared isomer or geometry (same formula, charge and spin)   0.998 eV

***

Record 4
The molecule C4H3N3O at a distorted geometry. Source: OMol25; level of theory: ωB97M-V/def2-TZVPD.

Structure (XYZ):
```
11
Properties=species:S:1:pos:R:3
H 1.00 -1.88 1.25
C -0.29 1.31 0.14
H -2.12 1.22 -0.78
C 0.50 -1.44 0.43
N -1.48 -0.76 -0.67
C -1.48 0.56 -0.33
N -0.71 -1.79 0.02
N 0.99 0.98 0.21
O 2.57 -0.36 -0.74
H -0.42 2.33 0.61
C 1.45 -0.16 -0.15
```

## Properties
Orbital gap   0.3023 Ha
Total energy   -10709.453 eV
Lowest unoccupied orbital energy   -1.86 eV
Energy relative to the best compared isomer or geometry (same formula, charge and spin)   4.197 eV

***

Record 5
The molecule C3H4N2O2 at a distorted geometry. Source: OMol25; level of theory: ωB97M-V/def2-TZVPD.

Structure (XYZ):
```
11
Properties=species:S:1:pos:R:3
H 1.85 -1.34 -2.06
C 0.72 -0.58 -0.44
H 1.61 -2.25 -0.30
H 0.63 -1.22 1.47
C 0.22 0.61 -0.77
C -0.80 0.97 0.22
N 1.86 -1.35 -0.79
N 0.02 -1.14 0.57
H 0.45 1.13 -1.68
O -1.31 2.07 0.33
O -1.01 -0.18 0.93
```

## Properties
Orbital gap   0.3518 Ha
Total energy   -10247.969 eV
Lowest unoccupied orbital energy   0.20 eV
Energy relative to the best compared isomer or geometry (same formula, charge and spin)   4.296 eV

***

Record 6
The molecule C3H6N2O. Source: OMol25; level of theory: ωB97M-V/def2-TZVPD.

Structure (XYZ):
```
12
Properties=species:S:1:pos:R:3
H -2.19 0.47 -0.12
C 0.12 -0.57 -1.05
H 1.57 -0.78 1.13
H -1.25 1.61 0.87
N -0.17 -0.05 0.17
N 1.38 -0.65 -1.26
H 1.73 -1.18 -2.04
O 1.58 1.25 1.02
C 1.12 0.16 0.81
C -1.41 0.55 0.64
H -0.71 -0.87 -1.70
H -1.77 0.06 1.55
```

## Properties
Orbital gap   0.3718 Ha
Total energy   -8234.836 eV
Lowest unoccupied orbital energy   0.86 eV
Energy relative to the best compared isomer or geometry (same formula, charge and spin)   1.863 eV

***

Record 7
The molecule C3H4N2O. Source: OMol25; level of theory: ωB97M-V/def2-TZVPD.

Structure (XYZ):
```
10
Properties=species:S:1:pos:R:3
C -1.07 0.62 -0.58
O 0.34 0.69 -0.63
C 1.11 -0.10 0.17
N -1.65 -1.44 0.91
H -1.44 1.57 -0.18
C -1.55 -0.51 0.24
H 0.55 -0.85 0.72
H 2.80 -0.58 0.79
H -1.43 0.51 -1.60
N 2.35 0.09 0.17
```

## Properties
Orbital gap   0.4134 Ha
Total energy   -8201.993 eV
Lowest unoccupied orbital energy   0.68 eV
Energy relative to the best compared isomer or geometry (same formula, charge and spin)   1.892 eV

***

Record 8
The molecule C4H8O at a distorted geometry. Source: OMol25; level of theory: ωB97M-V/def2-TZVPD.

Structure (XYZ):
```
13
Properties=species:S:1:pos:R:3
H -0.50 -1.00 1.46
H -1.28 0.08 -1.39
H -2.45 -0.62 -0.24
O 1.85 -1.25 -0.29
H -0.37 -2.03 0.03
C 1.26 1.06 0.08
H 1.09 1.39 -1.02
C -1.52 -0.05 -0.29
H -1.58 0.95 0.21
C 1.00 -0.47 0.05
H 0.56 1.57 0.79
H 2.34 1.33 0.27
C -0.40 -0.95 0.34
```

## Properties
Orbital gap   0.3838 Ha
Total energy   -6324.791 eV
Lowest unoccupied orbital energy   0.95 eV
Energy relative to the best compared isomer or geometry (same formula, charge and spin)   0.376 eV

***

Record 9
A structure of composition C37H38AuBrN2OSeTe at a distorted geometry. Source: OMol25; level of theory: ωB97M-V/def2-TZVPD.

Structure (XYZ):
```
82
Properties=species:S:1:pos:R:3
H 2.08 2.97 1.30
H 3.77 6.61 -1.66
H 0.40 -2.03 8.98
C -1.26 6.48 0.19
C -1.92 3.65 1.88
H -6.61 2.59 -3.70
C 0.06 -3.03 5.94
H -2.72 3.42 1.19
H 0.99 0.24 -2.21
C -0.60 3.63 1.44
H -3.27 3.99 3.52
H 3.80 4.38 -2.11
H 3.00 9.42 0.29
Te -0.23 3.28 -0.62
H 3.70 -2.95 -3.18
H -1.87 5.77 -0.37
H -3.02 3.36 -1.49
Au -0.96 -0.37 1.14
C 2.53 -3.11 -1.39
H -1.34 -2.09 8.75
H 2.25 3.77 -2.69
C 1.44 -0.72 -2.02
C -3.81 2.69 -1.79
C -5.83 2.26 -3.03
C 0.56 -3.75 3.60
C 1.89 3.82 1.96
C -0.19 -2.08 6.92
C 2.93 9.04 -0.73
H -6.61 0.27 -2.86
H -1.08 1.48 5.08
H -0.36 -3.55 8.49
O -2.91 -0.33 0.08
H -1.68 7.48 0.05
C 2.95 -2.49 -2.55
C -4.81 0.51 -1.72
C -5.82 0.95 -2.56
H 2.20 4.73 1.44
H 0.91 4.38 4.37
C 1.56 -2.51 -0.60
C 2.77 6.57 -1.25
Br 3.26 -4.78 -0.88
C -3.78 1.37 -1.34
Se 0.96 -0.82 2.50
C -0.06 1.13 4.90
H 0.19 1.33 3.87
H -4.83 4.16 -2.97
C 2.19 7.73 -0.76
H 2.42 9.79 -1.33
C 0.79 5.27 -0.71
H 0.34 -4.74 4.02
C 2.09 5.35 -1.24
C -1.21 4.25 4.09
C -4.82 3.13 -2.63
C 0.11 4.20 3.66
H 1.21 -2.97 0.32
H 2.81 3.32 -1.09
C 0.35 -1.31 4.26
N -1.57 1.40 -0.20
C 2.40 -1.26 -2.87
H 3.94 8.92 -1.12
C -2.23 3.96 3.20
H 0.61 1.71 5.54
H -1.34 6.22 1.24
H -1.44 4.49 5.12
C 0.03 -0.34 5.23
N 1.03 -1.34 -0.91
C -0.39 -2.46 8.36
C 0.88 7.65 -0.30
C -0.23 -0.75 6.53
C 2.78 4.14 -1.81
H -0.06 -3.59 2.72
C -2.70 0.83 -0.46
C 0.32 -2.67 4.62
H 2.70 -0.73 -3.77
H 2.51 3.71 2.85
C 0.17 6.45 -0.28
H 0.39 8.55 0.06
C 0.44 3.88 2.34
H -0.46 0.02 7.27
H 0.06 -4.08 6.21
H 1.60 -3.74 3.27
H -4.79 -0.51 -1.35
```

## Properties
Total charge   -1
Orbital gap (spin up / spin down)   0.2452 / 0.2346 Ha
Total energy   -190389.014 eV
Multiplicity   2
Lowest unoccupied orbital energy (spin up / spin down)   2.35 / 1.91 eV
Energy relative to the best compared isomer or geometry (same formula, charge and spin)   0.000 eV

***

Record 10
A cluster of 2 separate species, C2HNO4 in total at a distorted geometry. Source: OMol25; level of theory: ωB97M-V/def2-TZVPD.

Structure (XYZ):
```
8
Properties=species:S:1:pos:R:3
O 2.50 -3.07 0.55
O 0.61 -1.78 -0.93
N 2.23 -2.25 1.42
C 0.33 -1.13 0.01
O 2.61 -1.91 2.49
O -1.63 -0.21 1.09
C -0.72 -0.15 0.31
H -0.49 0.70 -0.37
```

## Properties
Orbital gap (spin up / spin down)   0.3285 / 0.2679 Ha
Total energy   -11763.890 eV
Lowest unoccupied orbital energy (spin up / spin down)   -1.29 / -1.69 eV
Energy relative to the best compared isomer or geometry (same formula, charge and spin)   5.389 eV